[1]
Entry from the Open Molecules 2025 dataset: a molecular structure, C37H43N6ORbS4 (ωB97M-V with the def2-TZVPD basis set).

Geometry as XYZ:
```
92
Properties=species:S:1:pos:R:3:lowdin_charge:R:1
Rb 0.79352 -0.76410 0.83799 0.67
C 0.69469 1.96698 3.19655 -0.11
N 1.56395 2.06363 2.03709 -0.20
C 1.62193 3.41250 1.46032 -0.17
C 0.28059 4.09878 1.12619 -0.17
N -0.52633 3.63967 0.02396 -0.13
C -1.14343 2.34789 0.21176 -0.12
C -0.36563 4.18833 -1.26206 -0.27
C 0.88722 4.69111 -1.63146 -0.05
C 1.12352 5.28232 -2.86295 -0.13
C 0.08591 5.35772 -3.78006 -0.15
C -1.16066 4.86291 -3.43199 -0.18
C -1.45255 4.29251 -2.18149 -0.70
S -3.10648 3.79297 -1.86970 0.41
C 2.88094 1.53052 2.22136 -0.31
C 3.42601 1.43845 3.50230 -0.05
C 4.69062 0.91579 3.72694 -0.12
C 5.43893 0.48687 2.64193 -0.13
C 4.91372 0.57589 1.36434 -0.15
C 3.63011 1.08329 1.09761 -0.70
S 3.03955 1.10039 -0.55591 0.43
H 0.92548 2.70228 3.98718 0.09
H 0.77151 0.97003 3.63406 0.08
H -0.34298 2.11543 2.90569 0.05
H 2.24748 3.34123 0.57182 0.06
H 2.12700 4.08219 2.18403 0.12
H 0.52287 5.14976 0.94687 0.12
H -0.34862 4.08335 2.02516 0.11
H -1.76498 2.10755 -0.64263 0.00
H -1.78581 2.36385 1.10073 0.09
H -0.38855 1.56654 0.33693 0.02
H 1.71422 4.57828 -0.94472 0.09
H 2.11483 5.64808 -3.10476 0.08
H 0.23789 5.80051 -4.75890 0.08
H -1.98589 4.93451 -4.13091 0.07
H 2.84076 1.77871 4.34624 0.09
H 5.07620 0.84201 4.73693 0.08
H 6.42893 0.06786 2.78684 0.09
H 5.48789 0.22731 0.51466 0.08
C -0.86446 -4.05566 -0.57120 -0.20
N -0.52352 -3.48762 0.71114 -0.05
C -0.19314 -4.29909 1.64844 -0.14
C 0.31867 -3.92205 2.92874 -0.38
C 0.61239 -4.79604 3.98872 -0.10
C 1.12807 -3.99873 5.01022 -0.14
C 1.11175 -2.68690 4.50713 -0.22
N 0.63499 -2.62720 3.25697 -0.03
C 0.23113 -3.86554 -1.60012 -0.21
C 1.54410 -3.59623 -1.23646 -0.05
C 2.52117 -3.39443 -2.20400 -0.07
C 2.20337 -3.49365 -3.54922 -0.11
C 0.89832 -3.78501 -3.92251 -0.11
C -0.07868 -3.95893 -2.95517 -0.07
H -1.75451 -3.55437 -0.96004 0.09
H -1.08919 -5.13327 -0.48994 0.12
H -0.27886 -5.38507 1.47981 0.12
H 0.46515 -5.86738 3.99247 0.08
H 1.46897 -4.31356 5.98557 0.07
H 1.44609 -1.78828 5.00973 0.09
H 1.79548 -3.52817 -0.18447 0.10
H 3.52787 -3.13735 -1.90004 0.11
H 2.96169 -3.32125 -4.30268 0.10
H 0.63548 -3.85046 -4.97237 0.10
H -1.10666 -4.14767 -3.24916 0.11
C -1.16165 -0.55704 -4.14411 -0.24
S -0.02358 -0.44049 -2.75532 0.81
C 0.12259 1.33741 -2.77549 -0.26
O -0.84833 -0.80260 -1.55603 -0.61
H -2.03350 0.05450 -3.90946 0.05
H -1.44630 -1.60193 -4.24980 0.03
H -0.67123 -0.20102 -5.05020 0.05
H 0.61094 1.63631 -3.70450 0.07
H 0.75038 1.62113 -1.93013 -0.01
H -0.86894 1.78765 -2.70419 0.05
N -2.01854 -1.45490 2.46370 0.11
C -2.79724 -0.38164 2.61879 -0.92
S -2.84887 0.48965 4.06003 0.52
N -3.56434 0.03247 1.57448 0.05
C -3.76252 -0.51570 0.29038 -0.22
C -3.84599 -1.88449 0.05001 -0.04
C -4.11377 -2.33835 -1.23439 -0.11
C -4.30627 -1.44817 -2.27963 -0.11
C -4.23059 -0.08392 -2.03106 -0.09
C -3.96225 0.38084 -0.75810 -0.03
H -1.36017 -1.69593 3.19495 0.06
H -1.83888 -1.89116 1.56637 0.04
H -3.95173 0.95050 1.72509 0.11
H -3.72949 -2.59729 0.85597 0.11
H -4.17912 -3.40661 -1.40637 0.10
H -4.50670 -1.81608 -3.27883 0.09
H -4.35268 0.64520 -2.82316 0.10
H -3.87128 1.45168 -0.59849 0.05
```

Values from the calculation:
Highest occupied orbital energy in Ha: -0.05186
Charge: -2

[2]
Entry from the Open Molecules 2025 dataset: a molecular structure, C37H43N6ORbS4 (ωB97M-V with the def2-TZVPD basis set).

Geometry as XYZ:
```
92
Properties=species:S:1:pos:R:3:lowdin_charge:R:1
Rb -0.34445 0.02676 0.46107 0.63
C 3.53207 0.30073 -1.45552 -0.10
N 2.74677 0.71679 -0.30134 -0.18
C 3.32890 0.23108 0.93747 -0.20
C 3.08599 -1.26938 1.12927 -0.20
N 1.99645 -1.53774 2.04917 -0.19
C 1.59165 -2.93535 1.97639 -0.10
C 2.15582 -1.06178 3.38858 -0.28
C 3.41811 -0.72495 3.87388 -0.06
C 3.60711 -0.20837 5.15004 -0.13
C 2.49934 -0.03873 5.96731 -0.14
C 1.24080 -0.38173 5.50237 -0.16
C 1.00608 -0.89483 4.21256 -0.69
S -0.62184 -1.25007 3.71203 0.44
C 2.44429 2.11577 -0.34381 -0.29
C 3.05365 3.00210 0.54629 -0.04
C 2.76263 4.35798 0.54171 -0.12
C 1.85929 4.84455 -0.39068 -0.13
C 1.25502 3.97676 -1.28286 -0.14
C 1.50634 2.59575 -1.29199 -0.66
S 0.64202 1.56933 -2.41987 0.50
H 4.55343 0.71708 -1.40359 0.09
H 3.03969 0.63673 -2.36610 0.03
H 3.60526 -0.78774 -1.49272 0.07
H 2.86312 0.75675 1.77020 0.11
H 4.41115 0.44930 0.98778 0.12
H 4.01599 -1.78776 1.42672 0.11
H 2.79000 -1.70443 0.17204 0.10
H 2.44144 -3.60697 2.19231 0.09
H 1.21107 -3.15183 0.97470 0.07
H 0.78859 -3.11515 2.68767 0.03
H 4.28428 -0.84602 3.23510 0.09
H 4.60103 0.06236 5.48647 0.08
H 2.61064 0.37118 6.96581 0.08
H 0.37180 -0.24056 6.13388 0.08
H 3.76422 2.62744 1.27195 0.10
H 3.21762 5.01394 1.27398 0.09
H 1.60047 5.89745 -0.40435 0.09
H 0.52651 4.34877 -1.99308 0.09
C -0.47422 2.34412 3.02611 -0.23
N -1.45400 2.20115 1.96522 -0.07
C -2.66174 2.48151 2.26190 -0.14
C -3.79766 2.41912 1.37635 -0.34
C -5.06169 2.92616 1.70191 -0.11
C -5.87293 2.70623 0.58203 -0.15
C -5.04798 2.07164 -0.35081 -0.23
N -3.79651 1.88499 0.11472 0.01
C 0.06931 3.74746 3.19140 -0.19
C 1.01698 3.98204 4.18860 -0.04
C 1.56115 5.24220 4.37012 -0.11
C 1.16494 6.29667 3.55320 -0.12
C 0.22940 6.06853 2.55702 -0.10
C -0.31368 4.80170 2.37360 -0.03
H 0.38166 1.69650 2.80540 0.08
H -0.86085 1.98141 3.98715 0.11
H -2.91253 2.82446 3.27883 0.13
H -5.33209 3.39651 2.63745 0.08
H -6.91422 2.96478 0.45465 0.06
H -5.32468 1.72121 -1.33876 0.08
H 1.33454 3.15445 4.81594 0.11
H 2.29922 5.40356 5.14761 0.09
H 1.59051 7.28411 3.69009 0.09
H -0.07481 6.87776 1.90319 0.10
H -1.02796 4.62046 1.58150 0.11
C 0.86954 -3.89335 -2.69456 -0.26
S 0.67996 -2.17276 -2.18747 0.77
C -0.12370 -1.61158 -3.68233 -0.28
O -0.36476 -2.21170 -1.11740 -0.68
H -0.11453 -4.29227 -2.94081 0.06
H 1.29101 -4.43060 -1.84647 0.04
H 1.54376 -3.95387 -3.54940 0.05
H 0.56927 -1.72950 -4.51659 0.06
H -0.34112 -0.55528 -3.53863 -0.02
H -1.04785 -2.17140 -3.82663 0.01
N -3.29540 -0.58078 -1.31287 0.10
C -3.43370 -0.29937 -2.61129 -0.89
S -3.79376 -1.49514 -3.75504 0.54
N -3.23917 1.01253 -2.89405 0.07
C -3.32273 1.65266 -4.14897 -0.25
C -2.30364 2.52931 -4.50608 -0.02
C -2.37884 3.21996 -5.70719 -0.09
C -3.45754 3.03527 -6.55995 -0.12
C -4.47255 2.15892 -6.19566 -0.10
C -4.41543 1.47450 -4.99237 -0.06
H -3.40229 -1.54179 -1.04349 0.09
H -3.34987 0.18733 -0.61689 0.06
H -2.89054 1.57657 -2.12500 0.12
H -1.44559 2.63648 -3.84884 0.04
H -1.57660 3.89531 -5.97894 0.10
H -3.50960 3.56970 -7.50120 0.09
H -5.32314 2.01115 -6.85070 0.09
H -5.20213 0.79452 -4.70173 0.08
```

Values from the calculation:
Highest occupied orbital energy in Ha: -0.06521
Charge: -2

[3]
Entry from the Open Molecules 2025 dataset: a molecular structure, C37H44AgF2O2P (ωB97M-V with the def2-TZVPD basis set).

Geometry as XYZ:
```
87
Properties=species:S:1:pos:R:3:lowdin_charge:R:1
Ag -0.50544 0.47766 0.71991 0.79
C -0.63850 3.08653 0.70626 -0.11
C 0.17212 2.53484 1.75882 -0.25
C -0.73843 2.33743 2.87846 -0.18
C -2.00364 2.78475 2.46607 -0.07
C -1.95554 3.23789 1.13518 -0.26
C -3.15531 3.62271 0.29870 -0.57
C -2.72281 4.13868 -1.07377 -0.08
C -4.06060 2.39802 0.09126 -0.06
C -3.96111 4.72122 1.00493 -0.07
C -0.51817 1.71252 4.25822 -0.53
C 0.02863 0.27845 4.14328 -0.08
C 0.39848 2.55361 5.16504 -0.07
C -1.85061 1.59779 5.01464 -0.09
C 1.68518 2.81536 1.72478 -0.54
C 2.56778 1.75162 2.38998 -0.06
C 2.17927 2.91650 0.27422 -0.08
C 1.94741 4.18706 2.37910 -0.06
H -0.25483 3.39582 -0.25364 0.08
H -2.91745 2.67107 3.03485 0.08
H -2.17968 3.36683 -1.62215 0.08
H -2.06875 5.00895 -0.97556 0.08
H -3.59844 4.42781 -1.66496 0.07
H -3.51199 1.59853 -0.41115 0.07
H -4.94026 2.65466 -0.51316 0.07
H -4.40562 2.00875 1.05166 0.08
H -3.35080 5.61890 1.13137 0.08
H -4.27283 4.39001 1.99775 0.07
H -4.85797 4.98353 0.43056 0.07
H 0.89487 0.22494 3.48943 0.05
H -0.73304 -0.37758 3.71269 0.08
H 0.31053 -0.11419 5.12833 0.08
H 1.41789 2.60957 4.79224 0.05
H 0.43636 2.11993 6.17136 0.07
H 0.01095 3.57286 5.24189 0.08
H -2.57485 1.01111 4.44740 0.08
H -2.28140 2.58178 5.21480 0.08
H -1.68144 1.09816 5.97426 0.07
H 2.45173 0.79294 1.87759 0.06
H 2.35474 1.61841 3.44896 0.05
H 3.61780 2.05166 2.30288 0.08
H 1.95979 2.01030 -0.28942 0.06
H 3.26718 3.02824 0.26638 0.08
H 1.75072 3.78318 -0.23345 0.07
H 1.66234 4.20126 3.43080 0.05
H 1.36090 4.95471 1.86771 0.08
H 3.00932 4.45191 2.30480 0.07
O 3.57463 0.29504 -1.26522 -0.03
C 2.96445 -0.65582 -0.75250 -0.66
O 1.99668 -0.64228 0.05564 -0.15
C 3.46624 -2.06405 -1.10324 -0.13
C 4.82097 -2.22601 -1.38685 -0.04
C 5.36408 -3.48020 -1.60268 -0.11
C 4.54157 -4.60041 -1.54858 -0.11
C 3.18760 -4.44236 -1.29987 -0.12
C 2.62691 -3.17980 -1.08595 -0.28
P 0.81974 -2.93564 -0.75471 1.16
C 0.81796 -3.62687 0.96651 -0.33
C 0.87889 -4.98984 1.25393 -0.11
C 0.92503 -5.44625 2.56396 -0.11
C 0.91420 -4.53925 3.61451 -0.12
C 0.84843 -3.18033 3.34186 -0.08
C 0.79485 -2.72814 2.03094 -0.09
C 0.07047 -4.36488 -1.66125 -0.38
C -1.16667 -4.84195 -1.21159 -0.10
C -1.88584 -5.77446 -1.94239 -0.10
C -1.40054 -6.24382 -3.15710 -0.13
C -0.19465 -5.75278 -3.63563 -0.11
C 0.52642 -4.82104 -2.89906 -0.11
H 5.42557 -1.32824 -1.42418 0.11
H 6.42428 -3.58970 -1.80487 0.09
H 4.95166 -5.59325 -1.69916 0.09
H 2.55335 -5.31927 -1.26912 0.09
H 0.88464 -5.71172 0.44577 0.09
H 0.97096 -6.51173 2.76129 0.09
H 0.94730 -4.89014 4.64001 0.09
H 0.82781 -2.46222 4.15199 0.08
H 0.73563 -1.66844 1.81738 0.05
H -1.57657 -4.45322 -0.28584 0.10
H -2.84048 -6.12482 -1.56665 0.09
H -1.96419 -6.97129 -3.72975 0.08
H 0.19029 -6.09194 -4.59102 0.09
H 1.46008 -4.44296 -3.29809 0.10
F -2.01167 -2.26170 0.66251 -0.17
C -2.14955 -0.87917 0.34566 -0.39
F -2.58105 -0.91133 -1.00466 -0.16
H -3.06560 -0.60668 0.88916 0.03
```

Values from the calculation:
Highest occupied orbital energy in Ha: -0.04953
Charge: -2

| no. | E (a.u.) |
| --- | --- |
| 1 | -3456.443590 |
| 2 | -3456.446768 |
| 3 | -2274.859138 |